Record 1
ORCA calculation (ωB97M-V/def2-TZVPD) on a cluster of 2 separate species, C5H5F3N2 in total in a non-equilibrium geometry.

Results
HOMO-LUMO gap (eV): 10.58
SMILES string: FC(F)(F)C1=CC1.N=C=N
Net charge: 0
Maximum force (eV/Å): 3.86
Molar mass (g/mol): 150.10
Lowest unoccupied orbital energy (eV): 0.7
Total energy (eV): -16394.7535

XYZ file:
```
15
Properties=species:S:1:pos:R:3:nbo_charge:R:1
C 0.939 -2.283 -0.107 0.675
C -0.780 1.887 0.184 -0.418
C -0.082 0.817 -0.570 -0.088
C -1.307 0.549 -0.201 -0.119
C -2.369 -0.392 0.037 0.959
N 1.597 -2.149 0.954 -0.750
N 0.186 -2.156 -1.026 -0.705
F -1.830 -1.398 0.739 -0.314
F -3.408 0.082 0.754 -0.318
F -2.954 -0.876 -1.071 -0.315
H -0.481 1.984 1.317 0.194
H -1.177 2.807 -0.455 0.190
H 0.642 0.767 -1.302 0.226
H 1.018 -2.338 1.718 0.386
H 0.102 -2.684 -1.798 0.397
```

---

Record 2
ORCA calculation (ωB97M-V/def2-TZVPD) on a structure of composition C8H12N2PTm in a non-equilibrium geometry.

Results
HOMO-LUMO gap (alpha / beta) (eV): 4.33 / 4.34
Net charge: 0
Maximum force (eV/Å): 3.86
2S+1: 3
Molar mass (g/mol): 336.11
Lowest unoccupied orbital energy (alpha / beta) (eV): -0.4 / -0.4
⟨S²⟩: 2.006
Total energy (eV): -50280.6202

XYZ file:
```
24
Properties=species:S:1:pos:R:3:mulliken_spin:R:1
C 2.385 0.543 -1.232 -0.025
C 3.468 -0.180 -0.909 0.006
C 3.533 -1.389 -0.166 -0.003
C 2.380 -2.042 0.335 0.000
C 1.121 -1.585 0.209 -0.021
Tm 0.475 0.314 -0.211 2.030
P -0.420 2.164 -1.671 0.003
H 2.452 1.483 -1.757 0.003
H 4.414 0.191 -1.307 0.000
H 4.502 -1.872 -0.044 0.000
H 0.227 -2.134 0.451 0.001
H 2.510 -3.027 0.785 0.000
H -1.501 1.742 -2.454 0.000
H 0.440 2.663 -2.639 0.002
H -0.936 3.332 -1.148 0.000
N -2.577 0.924 0.541 0.002
C -3.605 0.510 1.271 0.001
C -3.231 -0.639 1.931 0.000
C -1.922 -0.899 1.563 0.000
N -1.506 0.069 0.691 0.001
H -2.534 1.749 -0.055 0.000
H -4.547 1.025 1.312 0.000
H -3.832 -1.226 2.612 0.000
H -1.295 -1.714 1.893 0.001
```

---

Record 3
ORCA calculation (ωB97M-V/def2-TZVPD) on a cluster of 2 separate species, C6H14O2S in total in a non-equilibrium geometry.

Results
HOMO-LUMO gap (alpha / beta) (eV): 8.71 / 5.93
Net charge: 0
Maximum force (eV/Å): 4.57
Molar mass (g/mol): 150.24
Lowest unoccupied orbital energy (alpha / beta) (eV): 0.6 / -0.5
Total energy (eV): -21373.6550

XYZ file:
```
23
Properties=species:S:1:pos:R:3:nbo_charge:R:1
C -1.078 -1.149 -2.200 -0.635
C -0.394 1.157 -1.227 -0.620
C 1.504 -0.665 -0.060 -0.734
C 0.174 1.324 2.592 -0.573
C -0.876 -0.246 -0.899 0.153
C 0.095 -0.948 0.022 0.342
O -2.098 -0.001 -0.305 -0.695
O -0.534 -1.805 0.824 -0.690
S 1.914 1.708 2.091 0.017
H -0.172 -1.878 -2.138 0.216
H -1.236 -0.569 -3.155 0.225
H -1.983 -1.750 -1.903 0.205
H 0.433 1.296 -2.032 0.207
H -0.185 1.835 -0.314 0.217
H -1.125 1.731 -1.688 0.221
H 1.873 -0.406 -0.993 0.229
H 1.933 0.174 0.548 0.230
H 2.031 -1.470 0.186 0.214
H -0.219 2.330 2.464 0.187
H 0.014 0.821 3.597 0.198
H -2.456 -0.833 -0.155 0.464
H -0.161 -1.627 1.705 0.490
H 2.545 0.970 3.044 0.131
```

---

Record 4
ORCA calculation (ωB97M-V/def2-TZVPD) on an isolated molecule of C4H7NO in a non-equilibrium geometry.

Results
HOMO-LUMO gap (eV): 10.65
SMILES string: O=CNC1CC1
Net charge: 0
Maximum force (eV/Å): 2.26
Molar mass (g/mol): 85.11
Lowest unoccupied orbital energy (eV): 1.0
Total energy (eV): -7797.5475

XYZ file:
```
13
Properties=species:S:1:pos:R:3:nbo_charge:R:1
O -1.621 -2.131 -1.547 -0.594
C -0.814 -1.735 -0.734 0.528
N -0.985 -0.627 0.060 -0.653
C 0.201 0.012 0.688 -0.093
C 0.348 1.526 0.656 -0.422
C 1.108 0.695 -0.336 -0.416
H 0.143 -2.275 -0.565 0.107
H -1.946 -0.321 0.184 0.406
H 0.247 -0.658 1.531 0.232
H -0.541 2.076 0.367 0.219
H 0.971 2.078 1.374 0.230
H 2.199 0.757 -0.341 0.228
H 0.691 0.603 -1.337 0.228
```

---

Record 5
ORCA calculation (ωB97M-V/def2-TZVPD) on a cluster of 4 separate species, C2H11O3S in total in a non-equilibrium geometry.

Results
HOMO-LUMO gap (eV): 7.24
Net charge: -1
Maximum force (eV/Å): 3.06
Molar mass (g/mol): 115.17
Lowest unoccupied orbital energy (eV): 3.9
Total energy (eV): -19231.2099

XYZ file:
```
17
Properties=species:S:1:pos:R:3:nbo_charge:R:1
C -1.680 0.039 -0.040 -0.628
C -1.241 -1.044 1.031 -0.522
S 0.426 -0.703 1.636 -0.709
H -1.743 -0.404 -1.029 0.185
H -2.693 0.223 0.305 0.192
H -1.104 0.924 -0.165 0.199
H -2.039 -1.005 1.867 0.160
H -1.282 -2.121 0.716 0.190
H 1.070 1.168 0.061 0.496
H 1.721 1.852 1.051 0.484
O 1.517 2.079 0.152 -1.012
H -0.563 1.573 -2.089 0.470
H 0.462 2.614 -1.472 0.505
O 0.026 2.301 -2.305 -0.980
H 2.904 -2.275 -0.483 0.462
H 1.859 -2.385 0.706 0.505
O 2.361 -2.835 0.056 -0.995
```